No. 1
The following is a quantum chemistry calculation of 2 unconnected molecules or ions with the total composition C3H9NO2S, from OMol25.

Each line ends with the natural charge from an NBO analysis.
Cartesian coordinates (Å):
O -2.381 -0.754 -1.017  -0.5110
C -1.795 -0.052 -0.241  0.4377
C -0.547 -0.501 0.508  -0.1691
C 0.537 -0.976 -0.509  -0.5366
S 1.882 0.203 -0.876  -0.0545
N -0.905 -1.617 1.371  -0.8448
H -2.185 0.926 0.023  0.1222
H -0.198 0.381 1.044  0.1855
H 0.911 -1.952 -0.220  0.2471
H 0.024 -1.200 -1.444  0.2348
H 2.804 -0.458 -0.180  0.1284
H -1.851 -1.943 1.234  0.3842
H -0.593 -1.561 2.322  0.3819
H 1.365 3.136 1.772  0.4681
H 0.753 2.122 0.822  0.4677
O 0.632 3.019 1.160  -0.9415

Values from the calculation:
SMILES: N[C@H](C=O)CS.O
HOMO-LUMO gap: 9.90 eV
energy: -723.093010 hartree
energy relative to the best compared isomer or geometry (same formula, charge and spin): 197.80 kJ/mol
net charge: 0

---

No. 2
The following is a quantum chemistry calculation of 2 unconnected molecules or ions with the total composition C3H9NO2S at a distorted geometry, from OMol25.

Each line ends with the natural charge from an NBO analysis.
Cartesian coordinates (Å):
O -1.755 -0.895 1.269  -0.6139
C -0.800 -1.212 0.593  0.5504
N 0.471 -0.690 0.538  -0.6383
C 1.125 -0.559 -0.752  -0.2319
C 0.466 0.336 -1.859  -0.5514
S -1.257 0.921 -1.674  -0.0368
H -0.934 -2.082 -0.077  0.1012
H 0.596 0.110 1.155  0.4179
H 1.198 -1.564 -1.190  0.1942
H 2.162 -0.310 -0.529  0.2152
H 0.397 -0.286 -2.746  0.2297
H 1.056 1.251 -1.789  0.2359
H -1.019 2.223 -1.597  0.1292
H -0.222 0.839 3.587  0.4716
H -1.131 0.736 2.366  0.4966
O -0.353 1.181 2.705  -0.9696

Values from the calculation:
SMILES: O=CNCCS.O
HOMO-LUMO gap: 9.94 eV
energy: -723.113539 hartree
energy relative to the best compared isomer or geometry (same formula, charge and spin): 143.90 kJ/mol
net charge: 0